Entry from the Open Molecules 2025 dataset: a structure of composition C13H22BrO11Pd at a distorted geometry (ωB97M-V/def2-TZVPD).

```
48
Properties=species:S:1:pos:R:3:forces:R:3
Pd 0.318 -0.291 0.579 0.103 0.306 1.909
Br 2.947 -1.144 -0.258 -0.461 0.127 0.046
C 0.928 -2.432 4.435 -0.409 0.111 0.485
C 0.652 -2.142 2.960 -0.097 0.104 -0.208
O 0.422 -0.806 2.723 0.329 0.193 -0.717
H -0.001 -2.320 5.008 0.040 0.051 -0.023
H 1.641 -1.735 4.884 0.149 -0.030 -0.261
H 1.274 -3.459 4.594 0.089 0.002 -0.092
H -0.262 -2.722 2.707 0.221 -0.288 -0.161
H 1.501 -2.528 2.367 -0.086 -0.092 -0.043
C -1.857 2.860 1.065 -0.763 1.297 0.048
C -2.311 1.476 0.620 -0.358 -0.586 0.073
O -1.632 0.442 1.206 0.464 -0.167 -0.466
H -0.780 3.021 1.087 0.030 -0.352 0.007
H -2.292 3.139 2.033 0.421 -0.452 0.276
H -2.286 3.666 0.440 0.137 -0.284 -0.352
H -2.378 1.449 -0.493 0.419 -0.028 -0.008
H -3.375 1.348 0.917 -0.062 0.352 -0.023
C 3.590 4.402 0.807 -0.620 0.684 0.286
C 3.941 3.707 2.107 1.110 0.303 -0.370
O 2.892 2.785 2.276 -0.449 -0.229 0.121
C 2.279 2.573 1.079 0.804 0.478 -0.035
O 1.419 1.805 0.856 -0.256 -0.039 0.090
O 2.818 3.416 0.146 -0.153 -0.142 -0.287
H 4.424 4.756 0.207 0.127 -0.475 -0.097
H 2.953 5.279 0.984 -0.020 -0.124 0.040
H 4.040 4.398 2.942 -0.358 -0.136 0.148
H 4.900 3.190 1.994 -0.164 -0.246 0.123
C 0.137 1.243 -4.943 -0.318 -1.283 -0.950
C -1.100 0.341 -4.845 -0.866 -0.079 0.355
O -1.163 -0.025 -3.462 0.610 0.209 -0.240
C -0.222 0.679 -2.771 -0.372 -0.731 0.033
O -0.052 0.575 -1.610 0.107 0.534 -0.222
O 0.481 1.478 -3.601 0.316 0.703 -0.117
H -0.015 2.118 -5.572 -0.123 0.454 0.645
H 0.902 0.660 -5.465 0.355 0.142 0.425
H -1.021 -0.558 -5.454 0.105 -0.031 0.072
H -2.067 0.803 -5.054 0.226 0.296 -0.269
C -2.575 -4.535 -1.548 1.087 -0.360 0.194
C -2.485 -4.752 -0.025 -1.795 -0.574 -1.246
O -1.911 -3.553 0.414 0.425 0.057 0.549
C -1.279 -2.933 -0.610 -0.093 -0.703 0.417
O -0.636 -1.948 -0.514 -0.108 -0.403 -0.556
O -1.464 -3.649 -1.744 -0.319 0.635 -0.385
H -3.503 -4.092 -1.907 0.027 0.155 0.111
H -2.318 -5.420 -2.126 -0.338 -0.118 0.048
H -1.987 -5.703 0.174 0.810 0.510 0.422
H -3.489 -4.863 0.390 0.077 0.249 0.208
```
Positions in Å, forces in eV/Å.

Output
- energy above the lowest of the compared OMol25 structures with the same formula, charge and spin (eV) = 0.000
- DFT total energy (hartree) = -4038.0446
- LUMO (alpha / beta) (eV) = 2.457 / 2.457
- charge = -1
- molecular weight (g/mol) = 540.6
- expectation value of S² = 2.007
- maximum force (eV/Å) = 2.26
- multiplicity = 3
- HOMO energy (alpha / beta) (eV) = -3.24 / -3.44

natural (NBO) atomic charges, in units of e: 1.2452 -0.8791 -0.6208 -0.0605 -0.8037 0.1827 0.1954 0.1754 0.1069 0.1397 -0.6310 -0.0381 -0.8640 0.2051 0.1854 0.1647 0.0948 0.1154 -0.0933 -0.0940 -0.4747 1.0008 -0.5524 -0.4910 0.1935 0.1667 0.1890 0.1809 -0.0954 -0.0964 -0.4859 0.9919 -0.5534 -0.4759 0.1898 0.1789 0.1867 0.1799 -0.0953 -0.0937 -0.4654 1.0016 -0.5573 -0.4931 0.1815 0.1913 0.1824 0.1889

Entry from the Open Molecules 2025 dataset: a cluster of 3 separate species, C13H22F10O5P in total (ωB97M-V/def2-TZVPD).

```
51
Properties=species:S:1:pos:R:3:forces:R:3
C 1.987 -1.096 3.648 0.026 0.026 0.139
C 1.642 0.104 2.796 -0.161 -0.025 -0.129
F 2.680 0.227 1.828 0.039 0.002 -0.059
C 1.455 1.406 3.535 0.099 0.056 0.088
P -0.210 2.367 3.169 0.034 0.076 0.106
C -1.227 1.063 4.222 0.218 -0.026 0.201
O -2.468 0.637 3.565 -0.080 0.368 -0.024
C -2.594 -0.621 3.254 0.027 -0.135 0.032
F -2.535 -1.465 4.323 -0.076 -0.069 0.111
F -3.789 -0.822 2.671 -0.055 -0.046 -0.042
F -1.655 -1.090 2.401 0.111 -0.065 -0.154
H 2.167 -1.978 3.029 -0.028 -0.001 -0.020
H 1.156 -1.313 4.324 0.049 -0.002 -0.006
H 2.880 -0.896 4.246 -0.037 -0.012 -0.014
H 0.742 -0.112 2.205 0.059 -0.011 -0.014
H 2.257 2.093 3.253 -0.023 -0.024 0.000
H 1.532 1.239 4.617 -0.034 0.042 -0.022
H -0.436 1.536 1.970 -0.021 0.001 -0.050
H -1.486 3.064 2.946 0.033 -0.028 -0.027
H 0.018 3.143 4.419 -0.021 -0.098 -0.051
H 0.500 3.390 2.393 -0.016 -0.052 0.004
H -0.654 0.170 4.488 -0.061 -0.010 -0.045
H -1.540 1.559 5.144 -0.059 -0.040 -0.031
C -2.192 0.313 -2.611 0.008 0.004 0.134
C -2.115 1.661 -3.292 -0.055 -0.074 -0.166
O -1.699 2.664 -2.343 0.081 0.047 0.049
C -0.391 2.735 -2.126 0.033 -0.072 0.087
O 0.467 2.165 -2.736 -0.031 0.055 0.036
C -0.102 3.675 -0.928 -0.009 -0.124 -0.210
F -0.940 3.432 0.064 -0.011 0.140 0.029
F -0.256 4.959 -1.325 -0.012 -0.028 0.036
F 1.147 3.514 -0.519 -0.018 0.061 0.014
H -2.860 0.360 -1.750 -0.021 -0.003 -0.026
H -2.560 -0.442 -3.306 -0.008 0.013 -0.015
H -1.207 0.010 -2.259 0.015 -0.035 -0.038
H -3.089 1.994 -3.643 0.004 0.028 0.050
H -1.417 1.651 -4.128 0.001 0.000 0.021
C 2.479 -3.997 -2.093 0.014 0.019 -0.072
C 1.315 -3.040 -1.990 -0.014 -0.035 0.192
O 1.152 -2.285 -3.216 -0.034 -0.011 -0.161
C 0.501 -2.877 -4.198 -0.049 0.098 0.048
O 0.035 -3.980 -4.218 0.062 0.003 -0.022
C 0.332 -1.875 -5.368 0.080 -0.125 0.249
F 1.481 -1.265 -5.665 -0.028 0.000 -0.061
F -0.559 -0.945 -5.000 -0.026 0.062 -0.179
F -0.117 -2.489 -6.459 -0.010 0.042 0.020
H 3.393 -3.459 -2.345 0.002 0.000 0.032
H 2.623 -4.493 -1.133 0.002 0.009 0.008
H 2.295 -4.758 -2.851 -0.017 -0.006 0.010
H 1.482 -2.278 -1.233 0.013 0.011 -0.013
H 0.380 -3.557 -1.776 0.005 -0.006 -0.040
```
Positions in Å, forces in eV/Å.

Output
- energy above the lowest of the compared OMol25 structures with the same formula, charge and spin (eV) = 0.000
- DFT total energy (hartree) = -2224.7444
- LUMO (eV) = 2.476
- charge = -1
- molecular weight (g/mol) = 479.3
- maximum force (eV/Å) = 0.38
- HOMO energy (eV) = -3.87

natural (NBO) atomic charges, in units of e: -0.6294 0.1864 -0.4105 -0.7754 0.6454 -0.4018 -0.5304 1.1696 -0.3595 -0.3352 -0.3475 0.1975 0.2091 0.1996 0.1688 0.2258 0.1875 -0.2016 -0.1595 -0.2031 -0.1693 0.1593 0.1769 -0.6385 -0.0779 -0.4815 0.6983 -0.5549 0.9032 -0.2821 -0.3289 -0.2915 0.2242 0.2144 0.2249 0.1883 0.1995 -0.6378 -0.0805 -0.4703 0.6964 -0.5550 0.8986 -0.3060 -0.3139 -0.3057 0.2174 0.2242 0.2175 0.2167 0.1984

Entry from the Open Molecules 2025 dataset: a structure of composition C13H22IN4O4STl at a distorted geometry (ωB97M-V/def2-TZVPD).

```
46
Properties=species:S:1:pos:R:3:forces:R:3
C 1.628 0.329 -5.001 0.634 0.343 -1.857
I -0.544 0.460 -3.190 -2.664 -0.278 -0.129
H 0.639 0.160 -5.576 1.357 0.267 0.990
H 2.129 -0.643 -4.809 -0.142 0.275 -0.066
H 2.272 0.961 -5.660 -0.060 -0.614 -0.023
C -1.306 3.903 1.159 0.040 0.223 0.155
C -2.439 3.405 0.625 0.141 -0.017 -0.114
N -2.117 2.181 0.088 1.081 0.552 -0.240
C -0.765 1.859 0.266 -3.058 1.940 1.835
N -0.300 2.974 0.935 -0.297 0.101 -0.098
H -1.164 4.847 1.693 0.158 -0.614 -0.278
H -3.450 3.804 0.618 0.376 -0.131 -0.104
C 1.681 -3.435 0.888 0.021 0.350 -0.106
C 1.112 -1.619 -0.357 -1.311 -4.031 1.553
N 1.883 -2.074 0.683 -0.386 -0.330 -0.822
H 0.355 -4.817 -0.229 0.100 -0.076 0.049
N 0.462 -2.748 -0.814 1.194 -0.093 1.042
H 2.180 -4.005 1.654 0.107 0.170 0.013
Tl 0.435 0.340 -0.621 3.357 3.324 -1.224
C 2.094 1.506 -3.538 2.793 0.647 -0.118
O 3.309 1.507 -3.408 -2.390 -0.439 -0.511
C 0.789 -3.851 -0.033 -0.108 0.649 -0.738
C -0.524 -2.796 -1.872 -0.481 -0.185 -0.390
H -1.553 -2.718 -1.441 0.765 0.071 -0.370
H -0.399 -3.779 -2.374 -0.188 0.542 0.136
H -0.352 -1.964 -2.597 -0.249 -0.777 0.626
C 2.762 -1.272 1.516 0.188 0.356 0.468
H 3.550 -1.951 1.905 -0.302 0.387 -0.186
H 2.174 -0.834 2.354 0.490 -0.211 -0.636
H 3.214 -0.457 0.909 -0.425 -0.485 0.348
C 1.043 3.163 1.439 0.325 -0.410 0.193
H 1.106 4.161 1.920 -0.090 -0.512 -0.214
H 1.761 3.097 0.597 -0.265 -0.157 0.386
H 1.249 2.356 2.174 0.082 0.603 -0.462
C -3.075 1.387 -0.609 -0.981 -1.010 -0.640
H -2.835 1.293 -1.705 -0.176 0.120 1.036
H -4.076 1.862 -0.473 0.651 -0.318 -0.135
H -3.097 0.371 -0.159 0.015 0.602 -0.406
C -1.283 -1.526 3.475 -0.365 -1.226 0.569
S -1.179 -0.213 2.277 0.644 0.727 -0.104
O -1.631 -0.822 1.000 0.279 0.131 1.348
O -2.054 0.840 2.815 0.416 -0.721 -0.388
O 0.268 0.164 2.298 -1.477 -0.658 0.045
H -2.290 -1.476 3.942 0.623 -0.100 -0.324
H -0.509 -1.409 4.254 -0.380 0.128 -0.419
H -1.153 -2.522 2.980 -0.045 0.886 0.309
```
Positions in Å, forces in eV/Å.

Output
- DFT total energy (hartree) = -1896.6325
- LUMO (alpha / beta) (eV) = 4.375 / 4.376
- charge = -2
- molecular weight (g/mol) = 661.7
- maximum force (eV/Å) = 4.88
- HOMO energy (alpha / beta) (eV) = 2.07 / 2.08

Mulliken atomic charges, in units of e: -0.9544 -0.3505 0.2112 -0.0090 0.3141 -0.4304 -0.3679 0.7648 -0.9943 0.5517 0.3468 0.3568 -0.5939 -0.4501 0.5543 0.4485 0.4417 0.3907 -0.4080 0.1557 -0.4374 -0.4171 -0.6175 0.2443 0.3495 -0.0526 -0.8657 0.4173 0.2580 0.0719 -0.7381 0.3721 0.0780 0.2457 -0.6004 0.0851 0.2778 0.1939 -1.1219 0.8887 -0.5372 -0.6475 -0.2850 0.3279 0.2849 0.2476

Entry from the Open Molecules 2025 dataset: a structure of composition C13H22N2O11P2TeZn at a distorted geometry (ωB97M-V/def2-TZVPD).

```
52
Properties=species:S:1:pos:R:3:forces:R:3
Zn 0.404 0.156 0.422 0.208 -0.073 -0.077
O -0.075 5.115 -2.302 0.054 0.253 -0.266
C -0.655 4.207 -3.054 -0.048 -0.072 -0.099
O -1.031 4.426 -4.181 -0.073 -0.010 0.031
C -0.835 2.853 -2.457 0.035 -0.070 0.168
C -1.533 1.830 -3.065 0.035 0.195 -0.102
N -1.439 0.758 -2.268 -0.056 -0.060 -0.032
N -0.714 1.006 -1.177 0.078 0.423 -0.192
C -0.339 2.278 -1.268 -0.110 -0.016 -0.085
C 0.564 2.827 -0.189 0.111 -0.135 0.153
O 0.726 4.046 -0.117 0.135 -0.134 -0.030
O 1.120 1.948 0.551 -0.061 0.837 -0.185
H 0.237 4.751 -1.422 -0.082 -0.029 0.187
H -2.067 1.831 -4.000 -0.002 -0.050 0.025
H -1.802 -0.165 -2.426 -0.007 -0.052 0.013
O 0.303 -3.100 -0.325 -0.149 0.204 0.167
C 0.047 -2.037 -0.042 -0.227 -0.969 -0.690
C -1.521 -0.191 6.417 -0.009 -0.020 -0.172
C -1.120 -1.036 5.229 0.007 -0.079 0.218
O -1.424 -0.302 4.031 0.053 0.025 -0.058
P -0.873 -0.768 2.617 -0.259 -0.571 0.716
O -1.298 0.258 1.612 -0.094 -0.043 -0.069
Te 1.467 -1.191 2.520 0.176 0.049 0.587
O -1.564 -2.202 2.349 0.083 0.296 0.034
C -2.996 -2.264 2.166 -0.203 0.053 -0.124
C -3.379 -2.073 0.709 0.195 0.007 0.121
H -1.269 -0.714 7.339 -0.011 0.009 0.017
H -2.594 -0.001 6.401 0.005 0.017 0.037
H -0.998 0.763 6.395 0.012 -0.007 0.028
H -1.668 -1.982 5.218 0.016 0.007 -0.061
H -0.050 -1.261 5.250 -0.008 0.024 -0.041
H -3.481 -1.509 2.790 0.031 -0.040 0.030
H -3.291 -3.251 2.519 0.028 0.017 0.043
H -3.107 -1.069 0.387 -0.034 0.006 -0.040
H -4.454 -2.211 0.586 -0.002 0.001 -0.004
H -2.859 -2.802 0.085 -0.053 -0.022 -0.005
C 3.853 -2.022 -0.860 -0.057 -0.058 0.136
O 3.393 -1.087 -1.838 -0.105 0.176 0.064
P 1.954 -0.347 -1.687 0.507 -0.184 -0.534
O 0.986 -1.201 -2.650 0.004 -0.030 0.141
C 1.380 -1.623 -3.963 0.012 0.041 -0.103
O 2.239 0.894 -2.662 -0.136 0.037 0.001
C 3.175 1.917 -2.291 0.092 0.056 0.076
H 4.873 -2.279 -1.133 -0.013 -0.012 0.013
H 3.239 -2.925 -0.855 0.006 0.007 -0.035
H 3.847 -1.583 0.139 -0.016 0.024 -0.030
H 0.824 -2.532 -4.183 0.001 0.016 0.003
H 2.448 -1.830 -3.999 -0.002 -0.005 0.008
H 1.136 -0.851 -4.691 0.001 0.014 0.039
H 3.013 2.747 -2.972 -0.003 -0.006 0.013
H 4.195 1.546 -2.393 -0.026 -0.023 -0.034
H 3.014 2.251 -1.264 -0.040 -0.021 0.003
```
Positions in Å, forces in eV/Å.

Output
- DFT total energy (hartree) = -4176.0047
- LUMO (eV) = 0.120
- charge = 0
- molecular weight (g/mol) = 637.3
- maximum force (eV/Å) = 1.21
- HOMO energy (eV) = -8.27

natural (NBO) atomic charges, in units of e: 1.5552 -0.6728 0.7811 -0.5972 -0.2520 0.0404 -0.3015 -0.3934 0.0565 0.7740 -0.6515 -0.8425 0.5075 0.2465 0.4228 -0.5151 0.3871 -0.6221 -0.0654 -0.8279 2.0393 -1.2093 -0.4891 -0.8434 -0.0680 -0.6403 0.2165 0.2135 0.2221 0.1784 0.1938 0.1868 0.1927 0.2276 0.2203 0.2062 -0.2549 -0.8348 1.6630 -0.8474 -0.2591 -0.8378 -0.2646 0.2023 0.1831 0.1901 0.1926 0.1975 0.1935 0.2081 0.1899 0.2017

Entry from the Open Molecules 2025 dataset: a cluster of 2 separate species, C13H22N3O6P2 in total at a distorted geometry (ωB97M-V/def2-TZVPD).

```
46
Properties=species:S:1:pos:R:3:forces:R:3
C -3.109 2.736 0.729 0.477 -0.065 0.910
C -2.509 1.760 0.365 0.168 -0.371 -0.549
N -1.756 0.589 0.037 0.167 1.619 3.097
C -0.603 0.668 0.913 0.862 0.734 -1.203
N -0.757 0.539 2.194 -0.285 -0.741 0.384
O 0.280 0.662 3.073 0.105 0.390 0.000
N 0.631 0.973 0.352 -2.174 -0.994 -0.463
C 1.708 -0.045 0.537 2.076 -0.644 -0.105
C 1.379 -1.490 0.123 -0.693 -1.822 1.020
C 1.217 -1.942 -1.216 0.082 -0.263 -0.316
C 0.954 -3.297 -1.563 -0.028 -0.330 1.423
C 0.818 -4.291 -0.539 0.282 2.064 -0.234
C 0.974 -3.855 0.802 0.057 0.008 -0.495
C 1.267 -2.501 1.159 -0.239 -0.043 -0.724
C 1.410 -2.228 2.674 0.120 -0.955 -0.240
P 0.567 1.664 -1.227 1.061 2.431 -3.595
O 1.898 2.020 -1.726 0.193 -0.953 1.271
O -0.296 3.071 -1.219 -0.235 -2.476 0.621
O -0.118 0.717 -2.376 -0.291 0.727 1.566
P -2.901 -0.799 0.307 -2.760 -0.947 -1.298
C -2.079 -2.236 1.126 0.304 0.193 0.284
O -4.006 -0.246 1.471 2.160 -0.982 -0.048
H -3.486 3.521 1.388 -0.030 -0.438 -1.026
H -1.667 0.350 2.617 0.141 0.281 -0.432
H 0.048 0.135 3.858 0.114 0.029 -0.211
H 2.587 0.276 -0.072 -0.869 0.188 0.321
H 2.076 -0.013 1.583 -0.544 0.060 -0.741
H 1.323 -1.243 -2.062 -0.022 -0.247 0.602
H 0.862 -3.639 -2.605 0.093 0.582 0.530
H 0.602 -5.325 -0.843 0.160 0.524 0.502
H 0.861 -4.608 1.604 0.176 0.591 -0.442
H 0.414 -2.038 3.146 0.730 0.122 -0.296
H 2.162 -1.463 2.939 -0.601 -0.293 -0.126
H 1.759 -3.183 3.131 -0.213 0.744 -0.213
H -0.970 3.003 -1.917 -0.001 0.519 0.365
H -0.946 1.088 -2.720 0.075 -0.469 0.033
H -1.558 -2.031 2.086 -0.066 -0.224 -0.597
H -2.869 -2.996 1.338 0.269 0.768 -0.292
H -1.403 -2.702 0.372 -0.204 0.423 0.618
H -3.723 -0.642 2.314 -0.676 0.219 0.082
C 1.379 5.121 -3.477 0.185 -0.268 -0.106
O 1.500 4.369 -4.679 -0.150 -0.035 -0.061
H 0.767 6.000 -3.673 0.040 -0.050 -0.124
H 0.901 4.512 -2.709 0.100 0.225 0.165
H 2.368 5.439 -3.139 -0.107 0.110 0.188
H 2.045 3.601 -4.479 -0.012 0.058 -0.044
```
Positions in Å, forces in eV/Å.

Output
- DFT total energy (hartree) = -1806.6327
- LUMO (eV) = -4.329
- charge = +1
- molecular weight (g/mol) = 378.3
- maximum force (eV/Å) = 4.47
- HOMO energy (eV) = -11.83

natural (NBO) atomic charges, in units of e: -0.1714 0.0542 -0.7570 0.7229 -0.2066 -0.4700 -0.7365 -0.2703 -0.1012 -0.1961 -0.2063 -0.1853 -0.2336 0.0024 -0.6467 2.4284 -1.0556 -0.9410 -0.9608 1.2714 -1.0260 -0.9311 0.2745 0.4236 0.5044 0.2878 0.2444 0.2418 0.2380 0.2401 0.2247 0.1816 0.2273 0.2469 0.5045 0.5106 0.2115 0.2883 0.2934 0.4717 -0.2473 -0.7270 0.1808 0.1571 0.1697 0.4674

Q: molecular weight of number 4 (C13H22N2O11P2TeZn)?
A: 637.3 g/mol

Q: molecular weight of number 4 (C13H22N2O11P2TeZn)?
A: 637.3 g/mol

Q: molecular weight of number 2 (C13H22F10O5P)?
A: 479.3 g/mol

Q: The highest DFT total energy belongs to which entry?
A: C13H22N3O6P2